# C21H30N4O2S

A single C21H30N4O2S molecule (ωB97M-V with the def2-TZVPD basis set, the Open Molecules 2025 dataset).

```
58
Properties=species:S:1:pos:R:3:forces:R:3:mulliken_charge:R:1
O 0.8575 0.2463 1.7103 0.06 0.04 -0.04 -0.673
C 1.0125 -0.7648 1.0584 0.16 0.16 0.08 0.833
C 2.2693 -1.1210 0.3922 0.21 -0.42 -0.35 -0.065
C 3.3701 -0.2788 0.5023 0.24 -0.08 -0.04 -0.278
C 4.5775 -0.5870 -0.1222 -0.58 -0.20 0.08 0.679
N 5.6615 0.2693 -0.1013 0.34 0.39 -0.16 0.218
C 7.0040 -0.2397 0.1056 0.27 0.17 -0.10 -0.519
C 8.0064 0.7073 -0.5574 -0.02 -0.39 0.06 -0.680
O 7.8911 2.0073 -0.0314 0.10 0.05 0.11 -0.372
C 6.5886 2.5030 -0.2252 -0.37 0.07 0.11 -0.766
C 5.5280 1.6103 0.4309 0.24 0.17 -0.19 -0.716
C 4.6402 -1.7846 -0.8598 -0.10 -0.01 0.09 -0.563
C 3.5605 -2.6295 -0.9647 -0.07 0.01 0.09 -1.388
C 2.3567 -2.3067 -0.3411 0.26 0.74 0.35 0.376
N 1.2440 -3.1085 -0.4260 -0.09 0.01 0.03 -0.104
C 0.0525 -2.8209 0.1569 0.08 -0.47 -0.28 0.238
S -1.2090 -3.8605 -0.0655 -0.41 -0.41 -0.11 -0.360
N -0.0281 -1.6775 0.9028 0.17 -0.16 -0.05 0.159
C -1.2989 -1.3424 1.5285 -0.51 0.28 0.20 -2.058
C -2.1968 -0.5653 0.5713 -0.18 0.02 0.21 0.747
C -3.5413 -0.2278 1.2409 0.34 -0.13 -0.09 -1.523
N -4.5148 0.4208 0.3992 0.05 0.15 -0.03 0.602
C -4.1528 1.7597 -0.0072 0.03 0.10 -0.09 -0.745
C -5.3045 2.4948 -0.7032 0.03 -0.04 0.22 -0.795
C -6.6878 2.1097 -0.1753 -0.06 0.13 -0.26 -0.685
C -7.2759 0.8966 -0.8961 0.00 -0.12 0.32 -0.683
C -6.6162 -0.4243 -0.5110 0.10 0.05 -0.35 -0.945
C -5.0901 -0.4074 -0.6455 -0.40 -0.16 0.18 -0.766
H 3.2433 0.6070 1.1026 0.02 0.10 0.05 0.589
H 7.1080 -1.2392 -0.3108 0.02 0.02 0.02 0.376
H 7.2251 -0.2843 1.1842 0.03 -0.08 -0.05 0.254
H 9.0300 0.3848 -0.3609 -0.06 -0.04 -0.05 0.360
H 7.8289 0.7247 -1.6439 0.02 -0.03 0.08 0.345
H 6.5711 3.5007 0.2157 -0.06 -0.04 -0.05 0.362
H 6.3757 2.5766 -1.3030 -0.01 0.01 0.10 0.360
H 4.5442 2.0081 0.1843 0.01 0.01 0.04 0.442
H 5.6649 1.6242 1.5229 -0.08 0.03 0.00 0.352
H 5.5488 -2.0453 -1.3795 0.07 -0.01 -0.07 0.437
H 3.6360 -3.5398 -1.5405 0.03 -0.10 -0.08 0.360
H 1.2776 -3.9634 -0.9656 -0.16 0.16 0.14 0.280
H -1.0734 -0.7349 2.4070 0.00 -0.11 -0.10 0.372
H -1.7827 -2.2725 1.8333 0.13 0.14 -0.01 0.460
H -1.6869 0.3535 0.2762 0.03 0.02 -0.03 0.192
H -2.3758 -1.1669 -0.3225 0.03 0.00 -0.01 0.277
H -3.3531 0.4237 2.1002 -0.02 -0.06 0.07 0.328
H -3.9911 -1.1527 1.6139 0.04 0.00 0.10 0.341
H -3.2752 1.7782 -0.6796 -0.01 0.03 0.11 0.229
H -3.8806 2.2995 0.9054 0.06 0.02 -0.05 0.435
H -5.1430 3.5661 -0.5654 0.05 0.00 -0.09 0.467
H -5.2736 2.3039 -1.7778 0.01 0.05 -0.05 0.343
H -7.3653 2.9545 -0.3218 0.00 0.01 0.06 0.355
H -6.6254 1.9060 0.8936 -0.08 0.06 0.11 0.338
H -7.1842 1.0477 -1.9751 -0.05 0.03 -0.06 0.304
H -8.3422 0.8287 -0.6663 -0.03 0.00 -0.09 0.328
H -7.0233 -1.2214 -1.1373 -0.06 -0.08 0.01 0.362
H -6.8533 -0.6551 0.5289 0.01 -0.08 0.03 0.304
H -4.8020 -0.0578 -1.6448 0.07 -0.07 -0.04 0.339
H -4.7264 -1.4328 -0.5398 0.09 0.05 -0.06 0.541
```
Positions in Å, forces in eV/Å.

## Properties
SMILES: O=c1c2cc(N3CCOCC3)ccc2[nH]c(=S)n1CCCN1CCCCCC1
Orbital gap (eV): 7.941
LUMO energy (eV): 0.2
Max |F| (eV Å⁻¹): 0.86
Energy relative to the best compared isomer or geometry (same formula, charge and spin) (kcal/mol): 45.71
Multiplicity: 1
HOMO (hartree): -0.285